1.
Computed, not measured: an isolated ion of composition C3H8N3S2 and charge +1 at a distorted geometry, with ωB97M-V/def2-TZVPD.

Values from the calculation:
- SMILES string: C[NH2+][C@@H]1NNC(=S)S1
- Orbital gap: 7.475 eV
- Total energy: -29371.603 eV

The geometry in ORCA input format:
```
! RIJCOSX wB97M-V def2-TZVPD def2/J DEFGRID3
* xyz 1 1
C 0.9887 0.5171 1.0231
N 0.7976 0.1475 -0.4059
C -0.5761 0.2119 -0.8947
N -1.5203 -0.6788 -0.3590
N -2.5959 -0.6896 -1.2586
C -2.1996 -0.9895 -2.5562
S -3.2701 -1.4377 -3.6593
S -0.5909 -0.5607 -2.9359
H 2.0496 0.7863 1.2557
H 0.3011 1.3504 1.4028
H 0.6994 -0.4345 1.6823
H 1.1149 -0.8714 -0.4622
H 1.2385 0.9410 -0.8923
H -1.0939 1.1044 -1.0008
H -1.0614 -1.6303 -0.3842
H -3.5768 -0.9158 -1.0670
*
```

From a natural (NBO) analysis of the wavefunction, the atomic charges in e read: C -0.474; N -0.554; C 0.099; N -0.415; N -0.479; C -0.233; S 0.064; S 0.218; H 0.264; H 0.266; H 0.252; H 0.477; H 0.476; H 0.248; H 0.344; H 0.449

2.
Computed, not measured: one molecule with the formula C3H8N4 at a distorted geometry, with ωB97M-V/def2-TZVPD.

Values from the calculation:
- SMILES string: N/C=N\C(N)=C\N
- Orbital gap: 6.238 eV
- Total energy: -9198.341 eV

The geometry in ORCA input format:
```
! RIJCOSX wB97M-V def2-TZVPD def2/J DEFGRID3
* xyz 0 1
N -0.8656 2.0791 -1.0328
C 0.1222 1.1622 -1.3158
N 1.0734 0.7774 -0.4888
C 0.6623 -0.2074 0.3442
N 1.6746 -0.8911 1.0334
C -0.6112 -0.7203 0.1552
N -0.9741 -2.0347 0.5089
H -0.9950 2.2743 -0.0508
H -1.0603 2.8062 -1.7014
H 0.3936 1.1293 -2.3661
H 2.5764 -0.4522 0.9107
H 1.4576 -1.0968 1.9996
H -1.4889 -0.0981 0.0674
H -1.7647 -2.1161 1.1329
H -0.2003 -2.6118 0.8032
*
```

From a natural (NBO) analysis of the wavefunction, the atomic charges in e read: N -0.774; C 0.462; N -0.646; C 0.295; N -0.834; C -0.291; N -0.839; H 0.402; H 0.404; H 0.166; H 0.384; H 0.375; H 0.180; H 0.350; H 0.366

3.
Computed, not measured: one molecule with the formula C3H8N4 at a distorted geometry, with ωB97M-V/def2-TZVPD.

Values from the calculation:
- SMILES string: [H]/N=C\C(=N/[H])N(C)N
- Orbital gap: 9.520 eV
- Total energy: -9198.199 eV

The geometry in ORCA input format:
```
! RIJCOSX wB97M-V def2-TZVPD def2/J DEFGRID3
* xyz 0 1
H -1.9409 0.1105 -0.9785
N -2.2360 -0.7299 -0.4665
C -1.2390 -1.2436 0.1681
C 0.2724 -0.9088 -0.1029
N 1.2064 -1.7944 -0.0117
H 0.8410 -2.7395 -0.1668
N 0.4124 0.4340 0.1337
C -0.3833 1.5600 0.5589
N 1.7683 0.8981 -0.3497
H -1.3591 -2.1803 0.7334
H -0.6606 2.0055 -0.4757
H 0.2030 2.3229 1.0800
H -1.1892 1.2666 1.2359
H 1.8655 0.7991 -1.3644
H 2.4391 0.1999 0.0063
*
```

From a natural (NBO) analysis of the wavefunction, the atomic charges in e read: H 0.331; N -0.564; C 0.058; C 0.376; N -0.722; H 0.354; N -0.297; C -0.410; N -0.674; H 0.177; H 0.190; H 0.233; H 0.225; H 0.347; H 0.376